Formula: C22H70O28P6
Source: the Open Molecules 2025 dataset
Level of theory: the ωB97M-V functional and the def2-TZVPD basis

The LUMO energy comes out at 0.4260 eV. The HOMO energy comes out at -9.9 eV. The SMILES is COP(=O)(OC)OC.COP(=O)(OC)OC.COP(=O)(OC)OC.COP(=O)(OC)OC.COP(=O)(OC)OC.COP(=O)(OC)OC.CO.CO.CO.CO. The calculation puts the energy above the lowest of the compared OMol25 structures with the same formula, charge and spin at 0.00 kJ/mol.

ORCA input file:
```
! wB97M-V def2-TZVPD RIJCOSX def2/J DEFGRID3
* xyz 0 1
C -3.86391 7.09822 0.59686
O -3.64266 6.87313 2.01016
P -2.33596 6.12422 2.45487
O -1.16822 6.36381 1.62981
O -2.11987 6.57878 3.95321
C -3.19247 6.42824 4.87527
O -2.82316 4.61730 2.54427
C -2.00245 3.69060 3.23904
H -4.22203 6.19640 0.10202
H -2.94383 7.42495 0.10841
H -4.59156 7.89773 0.49376
H -3.03746 7.12500 5.70467
H -3.26385 5.42685 5.29578
H -4.14919 6.75761 4.46085
H -0.97788 4.04829 3.35921
H -1.99308 2.75259 2.69130
H -2.42175 3.50445 4.22770
C 0.14702 4.90860 -4.44126
O 0.75512 4.96586 -3.14855
P -0.08029 5.24203 -1.84793
O -0.92410 6.43104 -1.88881
O 1.05248 5.25525 -0.75106
C 1.86510 6.41589 -0.62957
O -0.82022 3.88246 -1.57320
C -1.62176 3.84499 -0.38158
H -0.35793 5.84849 -4.67973
H -0.59648 4.11815 -4.52943
H 0.91051 4.72973 -5.19591
H 1.58327 7.23611 -1.28738
H 2.91034 6.13914 -0.78737
H 1.81747 6.80129 0.39197
H -1.06956 4.17459 0.49922
H -1.93394 2.81838 -0.19064
H -2.52058 4.46304 -0.42724
C 1.19704 -6.06521 6.46174
O 1.56248 -5.59748 5.15044
P 0.57549 -5.92980 3.96864
O 0.32431 -7.34191 3.71258
O 1.28376 -5.11049 2.83048
C 0.68776 -5.17401 1.52881
O -0.74078 -5.11801 4.32019
C -0.58321 -3.75354 4.72821
H 2.09440 -6.42597 6.95074
H 0.42353 -6.82767 6.39064
H 0.81033 -5.21797 7.03198
H 1.41174 -5.69295 0.90696
H 0.51831 -4.16594 1.15964
H -0.25671 -5.71983 1.49753
H 0.44928 -3.42275 4.65941
H -0.92414 -3.62274 5.75617
H -1.20753 -3.10514 4.11634
C -3.10430 -1.67443 -6.33771
O -3.25079 -0.52943 -5.49428
P -2.01756 0.44691 -5.36752
O -1.74696 1.31012 -6.50030
O -2.32862 1.21392 -4.03758
C -2.78166 0.49213 -2.85812
O -0.83485 -0.54274 -4.99143
C 0.41985 -0.01330 -4.53407
H -2.60895 -1.39405 -7.27022
H -4.10164 -2.03258 -6.56499
H -2.51104 -2.43747 -5.83664
H -3.84425 0.68299 -2.71428
H -2.19173 0.83287 -2.02252
H -2.69332 -0.58386 -3.02332
H 0.39211 1.02492 -4.21251
H 1.20478 -0.20136 -5.26140
H 0.64118 -0.62797 -3.66160
C -3.27481 -4.42939 -0.07942
O -3.03357 -4.11420 -1.46347
P -1.54109 -3.84769 -1.86293
O -0.91010 -2.68012 -1.23296
O -0.75370 -5.17091 -1.52025
C -1.15048 -6.40767 -2.10052
O -1.60564 -3.80830 -3.41565
C -0.32220 -3.74769 -4.09695
H -2.38721 -4.30754 0.54151
H -3.67901 -5.43540 -0.00082
H -4.02719 -3.73895 0.30147
H -1.02871 -7.20091 -1.36008
H -0.47412 -6.67590 -2.91464
H -2.18510 -6.41671 -2.44022
H -0.32900 -4.56481 -4.81568
H 0.51899 -3.88237 -3.41713
H -0.29076 -2.79746 -4.61502
C 6.04444 0.38719 -2.62793
O 4.66133 0.68652 -2.83611
P 3.75243 1.02501 -1.59806
O 4.15985 0.41490 -0.33862
O 3.78020 2.61261 -1.54181
C 3.46838 3.35695 -2.73272
O 2.37234 0.55786 -2.15780
C 1.26047 0.51331 -1.27680
H 6.26153 -0.61136 -2.99830
H 6.32889 0.46762 -1.57928
H 6.65334 1.10815 -3.17710
H 2.43863 3.28328 -3.07416
H 4.09579 2.96319 -3.53432
H 3.66198 4.40675 -2.54201
H 0.83557 -0.48787 -1.26008
H 0.44130 1.18633 -1.54676
H 1.51677 0.86034 -0.27194
C 0.94852 0.01825 6.37484
O 0.88965 -0.98282 5.39235
H 0.57866 0.99387 6.04014
H 0.34095 -0.31221 7.21259
H 1.98144 0.18985 6.69964
H 1.47646 -0.78950 4.65159
C -0.94363 -1.25820 1.77875
O -1.31114 -0.59970 0.55592
H -0.11454 -1.95432 1.62776
H -0.56273 -0.50346 2.47214
H -1.81717 -1.69635 2.27176
H -1.22416 -1.25712 -0.16036
C 2.80155 -2.96149 -0.33707
O 1.83507 -3.30732 -1.28674
H 3.70870 -3.54617 -0.48980
H 3.11426 -1.90426 -0.37642
H 2.46037 -3.10256 0.69695
H 0.93842 -3.05665 -1.01849
C 3.47086 -2.24030 3.48691
O 3.01872 -0.91555 3.16603
H 4.50144 -2.21738 3.85772
H 2.84445 -2.60453 4.29669
H 3.45442 -2.90340 2.62397
H 3.71445 -0.45195 2.68890
*
```

Formula: C22H74N10O15
Source: the Open Molecules 2025 dataset
Level of theory: the ωB97M-V functional and the def2-TZVPD basis

The LUMO energy comes out at -0.7590 eV. The HOMO energy comes out at -9.0 eV. The calculation puts the energy above the lowest of the compared OMol25 structures with the same formula, charge and spin at 91.05 kJ/mol.

ORCA input file:
```
! wB97M-V def2-TZVPD RIJCOSX def2/J DEFGRID3
* xyz 0 1
C 2.33800 20.66200 -8.41100
C 3.27500 21.28500 -7.35900
O 4.58600 20.88900 -7.53300
H 2.42700 21.16100 -9.35900
H 1.29200 20.79600 -8.14800
H 2.45600 19.61400 -8.59600
H 2.99900 21.06000 -6.35100
H 3.13800 22.37400 -7.36700
H 4.98400 20.99200 -6.65700
C 1.36500 14.76200 -9.14300
C 0.05700 14.49300 -9.94600
O -0.60300 15.70500 -10.05900
H 1.81900 13.71000 -9.15000
H 1.24500 15.18200 -8.17400
H 2.13800 15.39100 -9.70500
H -0.56700 13.79000 -9.41300
H 0.23400 14.03700 -10.93400
H -1.35200 15.73700 -10.67400
C 1.90100 13.89400 -5.34700
C 3.38400 13.72900 -5.64100
O 3.55300 12.59200 -6.46600
H 1.43700 13.05700 -4.75800
H 1.30500 13.78400 -6.22400
H 1.71900 14.86200 -4.77300
H 4.08700 13.74500 -4.74700
H 3.65900 14.59400 -6.20900
H 3.53900 12.96200 -7.35500
C -2.66900 16.44300 -7.11400
C -1.44000 16.18200 -6.23900
O -1.86600 16.12500 -4.93100
H -2.37500 16.37300 -8.18300
H -3.23200 17.37300 -6.92000
H -3.39600 15.60200 -6.96900
H -0.74400 17.06700 -6.29700
H -0.82900 15.34200 -6.46600
H -1.09200 16.15900 -4.34100
C 4.68300 16.79700 -1.76800
C 3.39300 16.73200 -2.65200
O 2.43600 15.97900 -1.90500
H 4.52300 17.58500 -1.07800
H 5.59500 16.97400 -2.30800
H 4.69400 15.79500 -1.25300
H 3.54100 16.17400 -3.49400
H 3.07900 17.71100 -2.81900
H 1.58400 16.06100 -2.41000
C 1.83800 18.05600 -5.56700
C 3.05000 17.79300 -6.45300
O 4.11300 17.12900 -5.85000
H 1.48900 17.19000 -5.05000
H 0.95900 18.38500 -6.01900
H 2.05700 18.84500 -4.86700
H 3.28200 18.75500 -6.82700
H 2.70200 17.25300 -7.30400
H 4.34900 17.72800 -5.13100
C -0.49100 18.25000 -2.83100
C -0.71100 16.84700 -2.33700
O 0.08800 15.93200 -3.13100
H -1.17600 18.92400 -2.25700
H -0.74000 18.44600 -3.87200
H 0.55600 18.53800 -2.73600
H -1.70000 16.39100 -2.19900
H -0.20700 16.85100 -1.37500
H 0.04100 15.06100 -2.74600
C 4.85500 20.34300 -4.39000
O 4.86100 19.01400 -4.08700
N 5.72200 20.94000 -5.16400
N 3.95500 21.15000 -3.92000
H 6.39300 20.28200 -5.59100
H 5.79600 21.99500 -5.18100
H 3.29600 20.73800 -3.25700
H 3.94500 22.19500 -3.91600
C 4.95600 15.07000 -8.96800
O 4.22800 13.95700 -8.72000
N 4.88200 16.18000 -8.30100
N 5.93800 15.03400 -9.83400
H 4.36200 16.26900 -7.39600
H 5.45800 17.03800 -8.57100
H 6.20400 14.17300 -10.42200
H 6.64300 15.80800 -9.84900
C 3.68400 17.57800 -11.36300
O 2.87600 18.03000 -12.40300
N 4.72200 16.78400 -11.67500
N 3.52800 17.78700 -10.10400
H 5.01900 16.61000 -12.64900
H 5.12300 16.08200 -10.96300
H 2.60900 18.17700 -10.03400
H 3.82100 17.06200 -9.45100
C 6.90000 18.39700 -9.37200
O 8.01800 18.94400 -8.83800
N 6.98200 17.62400 -10.38500
N 5.65600 18.60200 -8.94200
H 7.96000 17.60100 -10.84100
H 6.14000 17.57300 -10.97400
H 5.53100 19.22700 -8.17800
H 4.75300 18.37400 -9.45700
C 0.20000 21.64100 -4.35400
O 0.34300 20.86000 -5.50200
N 1.02400 22.51700 -3.97100
N -0.84400 21.39600 -3.54600
H 1.90600 22.80500 -4.46700
H 0.84600 23.12900 -3.15100
H -1.47800 20.67500 -3.75600
H -1.08800 22.00700 -2.78600
C 7.23000 17.99700 -5.82700
O 8.15700 18.99200 -5.91600
H 6.30200 18.37900 -6.30300
H 7.05500 17.99500 -4.74900
H 7.32600 16.99600 -6.20900
H 9.02900 18.65500 -5.63200
C 6.38700 15.02900 -3.94900
O 7.56200 15.50200 -3.32300
H 6.69500 14.25900 -4.60200
H 5.88100 15.89600 -4.48500
H 5.63300 14.57600 -3.24100
H 7.91000 14.75800 -2.85900
C -1.75000 19.56600 -7.82300
O -2.02000 20.00400 -6.47600
H -2.67100 19.13900 -8.25300
H -0.82700 18.96600 -7.96000
H -1.55600 20.41600 -8.55200
H -1.15000 20.20900 -6.09400
*
```

Formula: C22H79N9O15
Source: the Open Molecules 2025 dataset
Level of theory: the ωB97M-V functional and the def2-TZVPD basis

The LUMO energy comes out at 0.3210 eV. The HOMO energy comes out at -8.9 eV.

ORCA input file:
```
! wB97M-V def2-TZVPD RIJCOSX def2/J DEFGRID3
* xyz 0 1
C 0.09393 -4.45933 -0.11484
C -0.41744 -5.74096 0.55849
C 0.14901 -6.01969 1.99236
O -0.62863 -7.08355 2.55885
C 0.06012 -8.38182 2.54338
N -1.82179 -5.62308 0.70677
H 0.00061 -4.48352 -1.20057
H 1.17959 -4.55141 -0.08400
H -0.12661 -3.50122 0.35578
H -0.07311 -6.52076 -0.12083
H 0.22706 -5.08745 2.55178
H 1.17111 -6.39721 1.96240
H 0.34687 -8.68584 1.53667
H -0.59299 -9.03506 3.12203
H 1.01460 -8.44569 3.06584
H -1.93869 -4.78677 1.26087
H -1.95620 -6.30485 1.43973
C 3.32285 0.66907 -4.68860
C 3.06970 -0.77465 -4.94934
C 4.31575 -1.43643 -5.68371
O 4.15830 -1.01862 -7.07679
C 5.19593 -1.38571 -7.93511
N 2.69081 -1.40674 -3.73189
H 2.39948 1.13210 -4.34061
H 3.82924 1.17280 -5.51197
H 4.06098 0.70498 -3.88737
H 2.28540 -0.91117 -5.69389
H 4.27112 -2.51649 -5.54378
H 5.30586 -1.21379 -5.28596
H 4.86959 -1.30536 -8.97201
H 5.57437 -2.38475 -7.71877
H 6.14879 -0.86083 -7.86680
H 2.15552 -2.24595 -3.90304
H 1.96037 -0.84080 -3.32413
C -3.25416 -0.82567 -1.65328
C -2.96794 -2.12784 -0.94258
C -4.09025 -2.31018 0.10734
O -4.06934 -3.61126 0.71478
C -5.23255 -3.87451 1.54666
N -3.08653 -3.21752 -1.96297
H -2.92029 -0.87517 -2.68971
H -3.05213 0.12037 -1.15099
H -4.33644 -0.75827 -1.76373
H -2.03471 -2.07282 -0.38207
H -5.09679 -2.18721 -0.29247
H -3.97008 -1.63733 0.95642
H -5.40849 -3.07030 2.26108
H -5.21548 -4.79499 2.13021
H -6.17574 -3.83947 1.00143
H -3.18830 -4.06246 -1.41908
H -4.03204 -3.17786 -2.31588
C 3.34817 8.25153 -0.47653
C 2.00087 8.48016 0.13362
C 1.86123 7.80611 1.47254
O 0.53839 8.13583 1.98817
C -0.22779 7.11468 2.68399
N 1.76488 9.94169 0.17965
H 4.06844 8.85410 0.07684
H 3.47036 8.50601 -1.52934
H 3.65330 7.20702 -0.41343
H 1.30971 7.96417 -0.53283
H 2.65619 8.14995 2.13430
H 1.97536 6.73203 1.32620
H -0.47960 6.22261 2.11048
H -1.13659 7.53110 3.11849
H 0.41238 6.80069 3.50843
H 1.76529 10.27324 -0.77439
H 0.82083 10.10732 0.49814
C 0.97491 -0.65019 -1.15182
C 0.86504 0.10325 0.14450
C 0.22302 1.52994 -0.04440
O -0.05829 2.11346 1.28820
C -0.14379 3.55687 1.34458
N 0.14990 -0.74825 1.06355
H 1.66518 -0.02901 -1.72257
H -0.00317 -0.95572 -1.52347
H 1.57334 -1.54592 -0.98546
H 1.84535 0.20443 0.61016
H -0.70312 1.37542 -0.59801
H 0.77825 2.29228 -0.59090
H -1.11359 3.76807 0.89406
H 0.61082 4.08290 0.75980
H -0.01419 3.98051 2.34050
H 0.07589 -0.24160 1.93414
H 0.55771 -1.64381 1.29102
O 4.86316 -1.05766 -1.97342
H 5.60945 -1.45119 -2.42554
H 4.16154 -1.05642 -2.62455
O 3.95071 -1.61012 0.62645
H 4.07687 -1.59649 -0.32230
H 4.17208 -0.72334 0.91075
O 1.83030 -2.89506 1.93911
H 2.56008 -2.55351 1.42239
H 2.19437 -3.01956 2.81557
O -2.87095 4.89343 2.44102
H -3.36167 4.10079 2.65820
H -2.76528 5.34695 3.27730
O 0.80416 1.55852 3.78294
H 0.58536 2.30231 4.34430
H 0.50204 1.81777 2.91246
O -2.33289 2.91634 -2.14712
H -1.84291 3.50926 -2.71684
H -2.24657 3.29728 -1.27324
O 0.08602 -2.59837 -3.76842
H -0.41493 -3.41289 -3.72553
H -0.30837 -2.11192 -4.49234
O -2.71191 4.95130 -0.27293
H -2.88437 4.95629 0.66859
H -2.40712 5.83795 -0.46578
C -3.71673 1.22585 3.75070
O -3.91001 2.43093 3.95219
N -3.89784 0.36028 4.64028
N -3.17497 0.67462 2.73775
H -4.03885 0.53347 5.62528
H -3.80116 -0.61949 4.41491
H -2.91177 -0.28610 2.57089
H -2.82714 1.35633 2.07867
C -1.95805 -2.60338 3.70160
O -3.04249 -2.54431 4.24431
N -0.89019 -2.24119 4.36377
N -1.82608 -2.83974 2.47341
H -0.94668 -1.92264 5.32056
H -0.03817 -2.50543 3.89012
H -2.58254 -3.07648 1.84744
H -0.94145 -2.56220 2.07280
*
```

Kohn-Sham gap
In order: 10.30 8.29 9.25
Unit: eV